179
Properties=species:S:1:pos:R:3:forces:R:3 method="wB97M-V/def2-TZVPD" multiplicity=1 largest_force_ev_per_a=8.7 gap_ev=8.15 molar_mass_g_mol=1246.178
C -3.70794 -3.19683 -0.86688 -0.6 -0.2 -0.7
C -3.00955 -1.82498 -0.29422 -0.9 0.5 -0.2
C -1.41178 -1.67226 -0.63030 0.3 -0.8 0.3
C -0.47221 -1.59725 0.74872 0.2 -1.3 -1.2
C -0.60995 -3.10153 1.43842 -0.7 1.1 0.6
C 0.35044 -3.32152 2.74856 -0.1 0.2 0.2
C 1.91602 -3.67238 2.41592 0.3 0.3 0.4
C 2.14149 -5.06352 1.55686 0.0 0.3 -0.5
C 1.72060 -6.42904 2.40459 -0.4 1.8 0.6
C 0.15462 -6.71919 2.08273 -1.0 0.1 0.5
C -0.23308 -8.16744 1.46862 -0.8 -0.6 0.6
C 0.92876 -8.97164 0.64722 0.1 -0.2 1.1
C 1.66458 -8.14874 -0.55555 1.3 0.2 0.4
C 1.32573 -8.62390 -2.08298 -0.3 -2.1 1.4
C 2.19981 -10.00027 -2.46810 -0.3 0.5 -1.0
C 1.80805 -11.33756 -1.65762 1.1 -0.9 0.6
O 1.73039 -7.70142 -3.14942 -1.1 3.6 0.3
C 1.25813 -6.34010 -3.02738 3.9 3.6 4.7
O 1.93319 -5.40053 -2.30585 -4.2 -6.1 -4.6
P -0.28509 -5.58079 -3.94966 0.9 -0.1 -2.1
S 0.33417 -5.02961 -5.74991 -0.3 -0.4 0.9
B -0.32210 -8.86042 -2.29667 -1.5 0.8 1.1
O -1.29568 -7.85103 -1.74871 3.3 -0.9 -0.8
N -0.93326 -10.06539 -2.98598 -1.9 1.1 0.7
C -1.83590 -9.62745 -4.15593 -0.9 -0.6 0.2
C -1.93806 -10.71608 -2.01298 -0.6 -0.9 0.6
H -3.77087 -3.17936 -2.05852 0.3 0.1 2.5
H -3.16254 -4.19045 -0.57013 -0.8 1.9 -0.4
H -4.84023 -3.32910 -0.51271 2.5 0.5 -0.6
H -3.58550 -0.92095 -0.80124 1.1 -2.0 1.1
H -3.24648 -1.75579 0.86844 0.8 -0.2 -2.4
H -1.15007 -0.80396 -1.38712 -0.7 -1.7 1.8
H -1.08861 -2.68640 -1.16854 -0.5 2.1 1.0
H 0.65175 -1.47007 0.37795 -2.4 0.0 1.0
H -0.79307 -0.72257 1.46866 0.7 -1.8 -1.4
H -1.73777 -3.17086 1.82001 2.4 -0.1 -0.9
H -0.45168 -3.86999 0.56993 -0.2 1.3 1.8
H -0.10382 -4.14200 3.47602 0.9 1.6 -1.6
H 0.30648 -2.30075 3.36608 0.2 -2.2 -1.3
H 2.36994 -2.72995 1.84811 -0.9 -2.1 0.9
H 2.51689 -3.74157 3.43218 -1.3 0.1 -2.1
H 3.24788 -5.17151 1.16651 -2.1 0.5 0.9
H 1.47132 -4.94567 0.57632 1.4 -0.5 2.0
H 1.79965 -6.10919 3.55228 -0.1 -0.8 -2.5
H 2.46128 -7.31976 2.26959 -1.5 1.6 -0.1
H -0.32990 -5.89385 1.36893 1.4 -1.7 1.6
H -0.43911 -6.60234 3.11188 1.1 -0.3 -2.3
H -1.24731 -8.03778 0.85282 2.3 -0.4 1.1
H -0.53752 -8.86828 2.38649 0.7 1.3 -2.0
H 0.46816 -10.00732 0.35652 1.0 2.0 0.2
H 1.77940 -9.22174 1.44836 -1.9 0.5 -1.8
H 2.84003 -8.31135 -0.41728 -2.5 0.5 -0.4
H 1.48901 -7.00821 -0.33221 0.2 -2.1 -0.8
H 2.02503 -10.14311 -3.63405 0.2 0.2 2.5
H 3.36314 -9.80088 -2.34897 -2.5 -0.2 -0.1
H 2.24092 -12.29860 -2.21863 -0.9 2.2 1.1
H 0.67607 -11.55679 -1.48056 2.1 0.7 -0.5
H 2.37549 -11.31406 -0.60994 -1.4 -0.1 -2.1
H -0.73304 -4.38569 -3.28193 0.2 -1.2 0.5
H -1.34147 -6.58290 -4.05058 0.8 0.8 0.7
H -0.80609 -7.09372 -1.31289 -0.8 -1.3 -0.5
H -1.30562 -8.89341 -4.89805 -1.0 -1.6 1.4
H -2.82815 -9.14380 -3.70116 2.1 -0.7 -1.2
H -2.17967 -10.64833 -4.66427 0.8 2.4 0.7
H -2.48354 -11.65083 -2.51374 1.4 2.0 0.8
H -1.42985 -11.11713 -1.03538 -0.8 0.8 -1.9
H -2.79422 -9.98612 -1.68823 1.6 -1.2 -0.6
C -3.85490 1.04594 -3.03356 -0.5 0.2 0.1
O -4.57124 0.31746 -2.36512 -0.3 -0.3 0.3
N -2.66287 0.65052 -3.51562 1.2 -0.9 -0.3
N -4.19360 2.30931 -3.34786 -0.5 0.5 0.0
H -2.05917 1.23586 -4.06776 -0.1 -0.1 0.1
H -2.37003 -0.29389 -3.30186 0.0 0.4 -0.1
H -5.08333 2.64663 -3.00460 0.5 0.0 -0.2
H -3.61717 2.92440 -3.89704 -0.3 0.1 0.2
C 4.64365 -2.87457 5.57436 0.0 0.5 0.1
O 4.00279 -3.79087 5.08413 -0.2 -0.6 -0.3
N 5.25163 -2.97057 6.77053 0.3 -0.6 0.9
N 4.79916 -1.68689 4.96212 -0.6 0.6 -0.5
H 5.78358 -2.22717 7.19044 -0.1 -0.2 0.1
H 5.15935 -3.84832 7.26487 0.2 0.4 0.0
H 4.35741 -1.57272 4.05932 0.4 0.0 0.3
H 5.32306 -0.92043 5.34977 0.0 -0.2 -0.2
C -3.87612 5.87372 -4.68428 0.4 0.6 -0.8
O -4.33248 4.91128 -4.08757 -0.5 -0.8 0.6
N -3.24414 5.76365 -5.86673 0.1 -1.1 -0.6
N -3.96448 7.13046 -4.21268 -0.5 0.6 0.8
H -2.86181 6.54433 -6.37300 0.3 0.3 0.0
H -3.15603 4.83455 -6.25704 -0.1 0.3 0.1
H -4.43286 7.25752 -3.32515 0.4 0.1 -0.2
H -3.59495 7.93566 -4.68943 0.0 -0.2 0.0
C 7.09319 -2.15068 2.34588 -0.5 0.3 0.3
O 6.30237 -1.28881 2.69575 0.1 0.3 -0.3
N 7.08125 -3.39726 2.85143 -0.3 -1.0 0.8
N 8.04730 -1.93083 1.42341 0.9 0.7 -1.1
H 7.72410 -4.12028 2.57590 -0.1 0.2 0.0
H 6.37849 -3.60460 3.54891 0.1 0.0 -0.2
H 8.09105 -1.00532 1.01752 0.0 -0.4 0.2
H 8.70753 -2.62772 1.12234 -0.1 0.1 0.1
C -7.08855 3.67747 -6.69834 0.9 -0.4 0.1
O -6.22092 3.19625 -7.40987 0.0 0.0 -0.1
N -6.87031 4.02025 -5.41594 0.4 0.1 0.9
N -8.34051 3.90802 -7.13315 -1.5 0.3 -1.1
H -7.57196 4.41766 -4.81454 0.1 -0.1 -0.1
H -5.94077 3.86305 -5.04906 -0.1 0.3 0.1
H -8.54701 3.66420 -8.09291 0.0 0.1 0.4
H -9.06854 4.30345 -6.56236 0.1 -0.2 0.0
C -1.29342 8.90299 -6.45393 0.4 1.1 -0.3
O -1.93428 7.98669 -6.94416 -0.7 -0.7 -0.4
N -0.68544 8.80700 -5.25776 0.4 -0.8 1.2
N -1.13791 10.09067 -7.06617 -0.2 -0.2 -1.2
H -0.15349 9.55040 -4.83785 -0.2 0.0 -0.2
H -0.77772 7.92924 -4.76342 0.1 0.3 -0.1
H -1.57966 10.20484 -7.96897 0.2 -0.2 0.4
H -0.61401 10.85713 -6.67852 -0.2 0.0 0.1
C 2.31768 -0.35520 -2.21428 -0.6 0.0 0.3
O 1.20847 -0.02672 -1.82393 -0.1 0.1 0.0
N 3.09181 0.44833 -2.96577 0.5 1.3 -0.8
N 2.86503 -1.55017 -1.92776 0.2 -1.2 0.5
H 4.00757 0.19551 -3.29655 -0.2 0.0 0.1
H 2.71718 1.35728 -3.20412 0.2 -0.4 0.1
H 2.31535 -2.18534 -1.36417 0.2 0.1 -0.2
H 3.77683 -1.83876 -2.24006 -0.2 0.0 0.1
C -7.84290 8.46039 -7.88751 -0.2 0.7 -0.2
O -8.39938 9.48244 -8.25681 -0.1 0.1 0.0
N -6.50494 8.35177 -7.79950 1.3 0.3 0.0
N -8.51799 7.35136 -7.53551 -1.2 -1.0 0.4
H -6.02863 7.51875 -7.49761 0.0 0.1 0.0
H -5.95916 9.16417 -8.05539 -0.2 -0.4 0.1
H -9.52744 7.39066 -7.58737 0.4 0.0 0.0
H -8.07760 6.50033 -7.22890 0.0 0.1 -0.1
C -0.59260 13.25676 -5.03932 0.6 0.4 0.5
O -0.63749 12.15537 -5.56424 0.0 -0.2 0.0
N 0.38749 13.61939 -4.19219 0.8 -0.4 0.4
N -1.51928 14.20632 -5.26114 -1.2 0.5 -0.6
H 0.44143 14.52147 -3.75028 0.0 0.2 0.2
H 1.10540 12.93365 -3.99798 -0.3 0.3 -0.1
H -2.27456 13.97424 -5.89275 0.3 0.1 0.3
H -1.49944 15.11900 -4.83825 0.1 -0.2 0.0
C -3.65947 7.51589 -0.38774 0.2 0.2 -0.4
O -3.47352 8.28198 -1.32003 -0.1 0.2 -0.2
N -4.72654 7.60645 0.42641 -1.3 0.5 0.6
N -2.81384 6.51259 -0.09124 1.1 -0.7 0.0
H -4.89673 6.98509 1.19900 0.0 0.1 -0.2
H -5.38796 8.34828 0.23788 0.2 -0.3 0.1
H -1.99751 6.40917 -0.67957 -0.3 0.0 0.2
H -2.94984 5.87162 0.67222 0.0 0.1 -0.2
C 5.01734 -2.43629 10.32430 -1.1 0.4 0.0
O 5.88497 -2.91751 9.61276 1.0 -0.6 -0.6
N 5.23558 -2.09352 11.60670 0.8 0.1 1.1
N 3.76538 -2.20574 9.88949 0.3 -0.1 -1.0
H 4.53393 -1.69610 12.20810 0.0 -0.1 -0.3
H 6.16512 -2.25071 11.97358 0.0 0.0 0.0
H 3.55888 -2.44956 8.92972 0.1 0.1 0.3
H 3.03735 -1.81031 10.46028 0.1 -0.2 -0.1
C 0.63136 -1.49380 11.83359 -0.1 0.1 0.1
O 1.50719 -1.76226 11.02644 -0.5 0.1 0.2
N -0.36199 -0.62654 11.56751 -0.6 0.8 -0.7
N 0.58131 -2.04133 13.06132 0.4 -0.7 1.0
H -1.09187 -0.39282 12.21912 0.1 -0.1 -0.1
H -0.36141 -0.19183 10.65407 0.0 -0.1 0.3
H 1.31055 -2.69970 13.30213 -0.3 0.2 -0.1
H -0.13178 -1.83285 13.73973 0.1 0.0 -0.2
C -0.55840 16.70410 -1.87598 0.1 -0.1 0.1
O 0.30824 16.15301 -2.53616 0.2 -0.3 -0.4
N -1.36493 17.65413 -2.38259 -0.5 0.8 -1.0
N -0.78436 16.41055 -0.58277 0.2 -0.6 1.1
H -2.08401 18.11915 -1.85476 0.1 -0.1 -0.1
H -1.22805 17.90490 -3.35301 -0.1 0.0 0.4
H -0.19906 15.70058 -0.16252 -0.2 0.3 -0.1
H -1.49314 16.85343 -0.02268 0.1 -0.1 -0.1
C 9.12279 -3.50622 11.31424 -0.6 0.0 -0.4
O 8.52117 -2.78796 12.09703 -0.2 0.3 0.4
N 10.39469 -3.89581 11.51475 1.5 -0.1 0.8
N 8.56755 -3.97238 10.18109 -0.5 -0.3 -0.7
H 10.90653 -4.48682 10.88177 -0.2 0.1 0.1
H 10.84983 -3.56689 12.35618 -0.1 -0.2 -0.4
H 7.61112 -3.70275 9.99200 -0.2 0.2 -0.1
H 9.04681 -4.56481 9.52418 0.0 0.1 0.2